(1)
Computed, not measured: a cluster of 6 separate species, C6H25NO6 in total at a distorted geometry, with ωB97M-V with the def2-TZVPD basis set.

Results
LUMO level = 0.06 eV
energy relative to the best compared isomer or geometry (same formula, charge and spin) = 36.9 kcal/mol
frontier orbital gap = 9.58 eV

Each line ends with the Mulliken charge.
CARTESIAN COORDINATES (ANGSTROEM)
1 C -1.371 -1.907 0.352  -1.881
2 C -0.549 -0.618 0.140  2.886
3 C -1.457 0.594 0.069  -1.708
4 C 0.569 -0.541 1.245  -1.286
5 N 1.179 0.735 1.586  0.030
6 C 2.316 1.193 0.776  -0.846
7 C 2.001 1.427 -0.680  -0.201
8 O 0.996 2.447 -0.860  -0.480
9 H -2.296 -1.727 0.896  0.443
10 H -0.776 -2.626 0.927  0.485
11 H -1.483 -2.393 -0.608  0.417
12 H 0.023 -0.716 -0.780  -1.127
13 H -0.883 1.511 -0.006  0.150
14 H -2.137 0.673 0.924  0.288
15 H -2.116 0.462 -0.783  0.565
16 H 0.213 -0.975 2.174  0.564
17 H 1.311 -1.257 0.837  0.206
18 H 1.504 0.660 2.540  0.291
19 H 2.661 2.154 1.167  0.386
20 H 3.146 0.485 0.919  0.386
21 H 1.628 0.565 -1.218  -0.015
22 H 2.886 1.804 -1.186  0.363
23 H 1.160 3.170 -0.234  0.319
24 O -0.916 2.807 2.563  -0.711
25 H -0.545 2.362 1.783  0.326
26 H -0.341 2.447 3.249  0.313
27 O -2.129 -1.572 3.617  -0.685
28 H -2.240 -0.617 3.738  0.343
29 H -1.335 -1.577 3.069  0.245
30 O 1.145 -2.967 -2.183  -0.646
31 H 1.064 -3.611 -2.897  0.301
32 H 0.665 -3.353 -1.442  0.313
33 O 0.043 -0.681 -3.664  -0.647
34 H 0.423 -1.206 -2.942  0.344
35 H -0.224 -1.324 -4.327  0.260
36 O -1.713 1.503 -3.081  -0.697
37 H -1.179 0.730 -3.315  0.414
38 H -1.243 1.939 -2.361  0.291

(2)
Computed, not measured: a structure of composition C53H49AsCaNO2P3, with ωB97M-V with the def2-TZVPD basis set.

Results
total charge = +2
LUMO level = -4.48 eV
energy relative to the best compared isomer or geometry (same formula, charge and spin) = 7.1 kcal/mol
frontier orbital gap = 7.27 eV

Each line ends with the Mulliken charge.
CARTESIAN COORDINATES (ANGSTROEM)
1 Ca 0.039 -0.358 -0.071  2.314
2 O -1.046 0.707 1.554  -0.102
3 P -0.998 0.652 3.068  0.944
4 C -1.033 -1.076 3.633  -1.783
5 P 0.296 -2.142 2.983  0.997
6 O 0.478 -1.879 1.503  -0.773
7 C 1.813 -1.840 3.886  0.549
8 C 3.006 -2.089 3.207  -0.653
9 C 4.219 -1.925 3.855  -0.793
10 C 4.247 -1.513 5.180  -0.582
11 C 3.062 -1.266 5.860  -0.814
12 C 1.846 -1.434 5.218  0.132
13 C -0.245 -3.816 3.290  0.547
14 C -1.198 -4.374 2.436  -0.473
15 C -1.664 -5.655 2.665  -0.676
16 C -1.182 -6.384 3.747  -0.520
17 C -0.233 -5.835 4.595  -0.718
18 C 0.239 -4.551 4.369  -0.415
19 C 0.507 1.376 3.731  0.449
20 C 1.699 1.360 3.015  0.033
21 C 2.869 1.838 3.580  -0.627
22 C 2.851 2.342 4.875  -0.560
23 C 1.666 2.371 5.596  -0.862
24 C 0.498 1.889 5.028  -0.526
25 C -2.366 1.509 3.829  0.085
26 C -3.276 0.894 4.685  -0.130
27 C -4.317 1.629 5.232  -0.843
28 C -4.451 2.974 4.922  -0.436
29 C -3.549 3.591 4.064  -0.756
30 C -2.508 2.863 3.519  -0.474
31 H -1.973 -1.522 3.296  0.797
32 H -1.024 -1.112 4.726  0.779
33 H 2.980 -2.409 2.173  0.430
34 H 5.144 -2.122 3.328  0.444
35 H 5.195 -1.387 5.686  0.447
36 H 3.086 -0.946 6.894  0.467
37 H 0.932 -1.238 5.767  0.292
38 H -1.563 -3.811 1.585  0.312
39 H -2.399 -6.091 2.001  0.427
40 H -1.546 -7.387 3.925  0.405
41 H 0.146 -6.408 5.431  0.433
42 H 0.992 -4.132 5.026  0.319
43 H 1.728 0.962 2.010  0.036
44 H 3.792 1.820 3.016  0.462
45 H 3.763 2.719 5.319  0.452
46 H 1.649 2.779 6.598  0.441
47 H -0.428 1.930 5.591  0.479
48 H -3.188 -0.157 4.934  0.363
49 H -5.022 1.152 5.899  0.424
50 H -5.263 3.547 5.352  0.422
51 H -3.658 4.641 3.825  0.432
52 H -1.802 3.347 2.853  0.431
53 C 1.846 -3.518 -3.567  -1.076
54 C 1.338 -2.639 -2.541  0.362
55 N 0.941 -1.939 -1.726  -0.457
56 H 2.764 -3.095 -3.973  0.290
57 H 1.104 -3.604 -4.360  0.299
58 H 2.044 -4.500 -3.139  0.394
59 C -0.048 3.301 -2.404  -1.149
60 C -0.567 3.986 -3.660  -1.000
61 As 0.018 5.887 -3.662  0.172
62 C 1.887 5.462 -4.056  0.085
63 C 2.803 5.494 -3.008  -0.294
64 C 4.130 5.139 -3.217  -0.600
65 C 4.554 4.766 -4.485  -0.421
66 C 3.650 4.751 -5.539  -0.895
67 C 2.322 5.091 -5.325  -0.011
68 C -0.537 6.379 -5.460  -0.135
69 C -0.055 7.587 -5.959  -0.245
70 C -0.409 8.016 -7.228  -0.666
71 C -1.263 7.248 -8.008  -0.437
72 C -1.758 6.052 -7.514  -0.728
73 C -1.395 5.617 -6.245  0.216
74 P -0.133 1.469 -2.399  -0.397
75 C -1.884 1.107 -2.750  0.744
76 C -2.706 0.870 -1.648  -0.334
77 C -4.068 0.653 -1.804  -0.837
78 C -4.622 0.669 -3.075  -0.558
79 C -3.818 0.915 -4.180  -0.804
80 C -2.459 1.136 -4.022  -0.158
81 C 0.829 0.963 -3.860  0.806
82 C 2.031 1.612 -4.139  -0.349
83 C 2.821 1.200 -5.203  -0.537
84 C 2.419 0.141 -6.004  -0.755
85 C 1.222 -0.510 -5.733  -0.737
86 C 0.436 -0.109 -4.663  -0.604
87 H -0.601 3.632 -1.520  0.647
88 H 1.000 3.555 -2.215  0.249
89 H -1.657 3.949 -3.690  0.792
90 H -0.178 3.509 -4.561  0.508
91 H 2.483 5.814 -2.022  0.463
92 H 4.837 5.177 -2.397  0.424
93 H 5.592 4.512 -4.657  0.447
94 H 3.983 4.488 -6.537  0.434
95 H 1.626 5.089 -6.157  0.431
96 H 0.607 8.198 -5.356  0.362
97 H -0.022 8.953 -7.607  0.390
98 H -1.546 7.585 -8.997  0.390
99 H -2.429 5.453 -8.116  0.391
100 H -1.793 4.677 -5.883  0.373
101 H -2.300 0.923 -0.638  0.394
102 H -4.694 0.485 -0.938  0.488
103 H -5.683 0.497 -3.206  0.414
104 H -4.254 0.943 -5.170  0.444
105 H -1.844 1.337 -4.890  0.523
106 H 2.361 2.460 -3.549  0.224
107 H 3.743 1.725 -5.413  0.465
108 H 3.028 -0.165 -6.845  0.441
109 H 0.890 -1.319 -6.373  0.521
110 H -0.497 -0.623 -4.466  0.578

(3)
Computed, not measured: a cluster of 7 separate species, C18H38BBr12O3 in total, with ωB97M-V with the def2-TZVPD basis set.

Results
total charge = -1
LUMO level = 1.87 eV
frontier orbital gap = 6.00 eV

Each line ends with the Mulliken charge.
CARTESIAN COORDINATES (ANGSTROEM)
1 C 1.341 -0.556 2.557  -0.151
2 O 0.131 -0.408 3.274  -0.547
3 C -1.012 -0.575 2.431  0.263
4 C -1.284 -2.007 1.987  -0.769
5 C -0.593 -2.464 0.692  -0.653
6 B -0.878 -1.533 -0.610  1.261
7 O -0.258 -2.173 -1.862  -0.707
8 C 1.018 -1.624 -1.890  -0.066
9 C 0.756 -0.154 -1.645  -0.226
10 O -0.158 -0.182 -0.573  -0.826
11 H 1.280 -0.081 1.577  0.077
12 H 2.127 -0.070 3.140  0.120
13 H 1.611 -1.609 2.444  0.208
14 H -1.856 -0.235 3.031  -0.038
15 H -0.931 0.100 1.576  0.136
16 H -2.363 -2.157 1.902  0.375
17 H -0.965 -2.646 2.822  0.374
18 H -0.988 -3.458 0.450  0.234
19 H 0.476 -2.613 0.860  0.121
20 H -2.076 -1.359 -0.838  -0.472
21 H 1.573 -1.850 -2.807  0.292
22 H 1.639 -1.954 -1.037  -0.027
23 H 1.646 0.426 -1.379  0.089
24 H 0.247 0.270 -2.528  0.063
25 Br -4.942 -0.383 4.073  -0.136
26 C -5.693 1.365 3.688  -0.563
27 C -4.829 2.136 2.723  -0.475
28 Br -3.235 2.834 3.587  -0.124
29 H -5.809 1.877 4.637  0.364
30 H -6.671 1.176 3.252  0.347
31 H -5.364 3.004 2.345  0.356
32 H -4.490 1.525 1.892  0.203
33 Br 4.812 -3.527 -2.445  -0.091
34 C 5.563 -3.205 -4.203  -0.616
35 C 5.917 -1.755 -4.405  -0.565
36 Br 4.346 -0.654 -4.701  -0.123
37 H 4.833 -3.553 -4.926  0.358
38 H 6.459 -3.820 -4.262  0.345
39 H 6.534 -1.636 -5.293  0.330
40 H 6.430 -1.339 -3.544  0.343
41 Br -4.409 -0.105 -1.335  -0.160
42 C -3.549 0.171 -3.043  -0.323
43 C -2.976 1.554 -3.177  -0.532
44 Br -4.361 2.897 -3.490  -0.227
45 H -4.285 -0.050 -3.809  0.264
46 H -2.743 -0.563 -3.072  0.234
47 H -2.318 1.604 -4.041  0.396
48 H -2.439 1.866 -2.288  0.305
49 Br 4.860 -2.956 1.666  -0.152
50 C 6.035 -1.409 1.684  -0.604
51 C 5.298 -0.155 2.063  -0.416
52 Br 4.175 0.460 0.609  -0.104
53 H 6.466 -1.340 0.690  0.346
54 H 6.816 -1.633 2.408  0.382
55 H 5.998 0.652 2.271  0.224
56 H 4.648 -0.296 2.922  0.307
57 Br -10.157 1.145 -4.447  -0.171
58 C -8.806 -0.018 -3.661  -0.635
59 C -7.442 0.612 -3.654  -0.297
60 Br -6.625 0.615 -5.418  -0.134
61 H -8.829 -0.942 -4.229  0.393
62 H -9.138 -0.204 -2.643  0.375
63 H -6.765 0.044 -3.019  0.055
64 H -7.457 1.645 -3.323  0.380
65 Br 6.535 2.095 5.057  -0.149
66 C 6.223 3.868 4.318  -0.607
67 C 4.766 4.245 4.339  -0.562
68 Br 3.753 3.343 2.952  -0.082
69 H 6.629 3.862 3.311  0.365
70 H 6.801 4.546 4.942  0.349
71 H 4.658 5.309 4.140  0.322
72 H 4.293 4.003 5.285  0.371

(4)
Computed, not measured: a cluster of 4 separate species, C25H40F10N6O10S2 in total, with ωB97M-V with the def2-TZVPD basis set.

Results
LUMO level = 0.22 eV
frontier orbital gap = 8.70 eV

Each line ends with the Mulliken charge.
CARTESIAN COORDINATES (ANGSTROEM)
1 C 11.283 -2.532 3.787  -0.975
2 C 10.779 -2.636 2.343  -0.918
3 N 9.524 -1.931 2.049  0.008
4 C 9.559 -0.508 2.462  -0.349
5 C 8.920 0.495 1.487  -1.174
6 C 8.372 -2.642 2.332  0.044
7 S 8.308 -4.060 3.158  -0.249
8 S 6.941 -1.875 1.670  -0.119
9 C 5.591 -2.897 2.287  -0.820
10 C 4.268 -2.272 1.811  -0.313
11 C 3.290 -3.334 1.301  -0.957
12 O 1.924 -3.025 1.633  -0.235
13 C 1.612 -3.138 2.925  0.233
14 O 2.331 -3.583 3.762  -0.560
15 N 0.284 -2.681 3.184  0.754
16 C -0.669 -3.803 3.315  -1.431
17 C -0.776 -4.417 4.746  1.136
18 N -0.269 -3.489 5.743  -0.507
19 N -0.012 -5.643 4.929  -0.755
20 N -2.180 -4.816 4.876  -0.776
21 C -0.198 -1.668 2.283  0.076
22 O -0.666 -1.832 1.209  -0.525
23 N -0.036 -0.413 2.912  -0.098
24 C -0.880 0.671 2.675  0.430
25 O -1.253 1.435 3.496  -0.490
26 F -1.194 0.777 1.379  -0.107
27 H 11.936 -1.671 3.925  0.377
28 H 10.454 -2.491 4.493  0.291
29 H 11.855 -3.426 4.035  0.326
30 H 10.665 -3.674 2.047  0.552
31 H 11.524 -2.196 1.674  0.431
32 H 9.136 -0.417 3.466  0.282
33 H 10.616 -0.263 2.538  0.361
34 H 8.086 1.023 1.945  0.301
35 H 8.563 0.000 0.587  0.320
36 H 9.655 1.240 1.181  0.382
37 H 5.651 -2.916 3.373  0.399
38 H 5.725 -3.912 1.920  0.438
39 H 4.446 -1.549 1.014  0.483
40 H 3.810 -1.732 2.638  0.333
41 H 3.545 -4.327 1.670  0.431
42 H 3.295 -3.370 0.214  0.349
43 H -1.655 -3.441 3.030  0.548
44 H -0.406 -4.603 2.618  0.162
45 H -0.175 -3.996 6.616  0.290
46 H -0.924 -2.730 5.899  0.223
47 H 0.911 -5.560 4.518  0.246
48 H -0.501 -6.394 4.455  0.304
49 H -2.781 -4.002 4.798  0.246
50 H -2.322 -5.191 5.810  0.268
51 H 0.085 -0.531 3.911  0.308
52 C -3.216 1.731 -0.795  -0.856
53 C -4.355 0.777 -0.528  -0.403
54 O -5.628 1.470 -0.475  -0.353
55 C -6.191 1.742 -1.637  0.351
56 O -5.788 1.479 -2.731  -0.528
57 C -7.548 2.447 -1.405  0.929
58 F -7.461 3.407 -0.483  -0.258
59 F -8.458 1.551 -0.994  -0.273
60 F -7.983 2.988 -2.540  -0.228
61 H -3.202 2.526 -0.049  0.345
62 H -2.274 1.191 -0.754  0.265
63 H -3.312 2.186 -1.781  0.419
64 H -4.260 0.310 0.449  0.271
65 H -4.410 -0.009 -1.280  0.355
66 C -9.131 1.876 -5.206  -0.879
67 C -10.424 1.383 -5.810  -0.334
68 O -10.705 2.040 -7.070  -0.316
69 C -10.084 1.553 -8.130  0.335
70 O -9.328 0.628 -8.176  -0.508
71 C -10.514 2.341 -9.391  0.906
72 F -10.505 3.659 -9.174  -0.247
73 F -11.759 1.984 -9.741  -0.255
74 F -9.701 2.075 -10.406  -0.238
75 H -9.153 2.959 -5.087  0.309
76 H -8.987 1.420 -4.229  0.227
77 H -8.280 1.616 -5.834  0.327
78 H -11.276 1.630 -5.181  0.335
79 H -10.413 0.305 -5.969  0.329
80 C 0.388 7.126 -3.958  -1.102
81 C 1.419 6.599 -2.987  -0.215
82 O 0.824 5.682 -2.038  -0.314
83 C 0.650 4.442 -2.462  0.161
84 O 0.933 3.987 -3.530  -0.514
85 C 0.036 3.587 -1.327  1.150
86 F -0.971 4.223 -0.724  -0.265
87 F 0.972 3.317 -0.406  -0.285
88 F -0.420 2.437 -1.810  -0.249
89 H -0.437 7.594 -3.421  0.302
90 H 0.846 7.870 -4.610  0.375
91 H -0.012 6.325 -4.578  0.315
92 H 1.832 7.395 -2.372  0.315
93 H 2.237 6.094 -3.500  0.326